{"formula": "C12H20F2N2O8", "method": "ωB97M-V/def2-TZVPD", "smiles": "O=C1OC[C@@H](F)O1.O=C1OC[C@@H](F)O1.CNC(C)=O.CNC(C)=O", "homo_ev": -9.5, "e_above_lowest_kcal_mol": 41.1, "e_lumo_ev": 0.3, "species": ["O", "C", "O", "C", "C", "F", "O", "H", "H", "H", "O", "C", "O", "C", "C", "F", "O", "H", "H", "H", "C", "N", "C", "C", "O", "H", "H", "H", "H", "H", "H", "H", "C", "N", "C", "C", "O", "H", "H", "H", "H", "H", "H", "H"], "coordinates": [[0.33343, -3.55823, -1.18976], [0.16422, -2.72248, -0.35227], [0.45480, -2.88903, 0.98355], [0.23483, -1.74594, 1.78307], [-0.67641, -0.97572, 0.78337], [-0.24227, 0.35547, 0.82380], [-0.35167, -1.53906, -0.46172], [-0.06857, -1.82069, 2.82732], [1.25270, -1.36067, 1.84320], [-1.73723, -1.07887, 1.01165], [0.35996, 4.68641, -3.95934], [-0.01772, 3.89850, -3.10942], [0.44870, 3.75134, -1.91955], [-0.03341, 2.61445, -1.20837], [-1.24079, 2.27692, -2.02594], [-2.32315, 2.71810, -1.41588], [-0.94784, 2.91214, -3.23629], [0.80406, 1.91684, -1.21774], [-0.57956, 3.02652, -0.35983], [-1.24800, 1.18732, -2.05430], [1.99844, -1.93582, -3.63155], [2.09632, -1.10376, -4.84697], [1.42307, 0.01035, -4.96350], [1.71667, 0.86036, -6.19501], [0.48733, 0.33687, -4.30689], [1.22731, -2.70241, -3.70775], [1.77495, -1.41878, -2.69838], [3.02456, -2.27044, -3.47923], [2.87743, -1.24159, -5.47224], [1.90686, 1.90810, -5.96227], [0.89619, 0.78925, -6.90906], [2.57557, 0.55222, -6.79120], [-0.95371, -1.18346, 7.65506], [-1.59308, -0.66538, 6.43768], [-1.02890, -0.30704, 5.31593], [-1.95133, 0.43480, 4.32350], [0.07239, -0.58441, 4.99675], [-0.00362, -0.67618, 7.82267], [-0.53867, -2.17198, 7.45839], [-1.44149, -1.25933, 8.62687], [-2.60154, -0.70708, 6.47481], [-2.16477, 1.46459, 4.60997], [-2.82663, -0.21130, 4.39062], [-1.55948, 0.42926, 3.30639]], "forces_ev_per_a": [[0.0, 1.1, 0.5], [0.9, -2.4, 1.9], [0.0, -2.9, 0.1], [0.7, 0.8, -1.8], [2.1, 0.8, 1.8], [-1.1, -0.9, -0.6], [-1.7, 2.8, -1.2], [-0.7, -0.8, -0.4], [-0.3, 1.1, 0.0], [0.0, 0.5, -0.4], [-1.2, -1.7, 1.7], [0.1, 0.2, -2.2], [2.6, 1.7, 2.4], [-0.6, 1.9, -0.6], [3.1, -2.0, -1.0], [-2.0, 1.0, 0.3], [-2.2, -0.4, -1.7], [-0.6, -0.2, 0.8], [1.5, -0.5, 1.2], [-0.7, 0.0, -1.1], [0.6, 0.1, -0.3], [1.2, -1.7, 1.3], [-0.2, 1.8, -3.3], [0.9, 0.0, -0.8], [-1.9, 0.5, 2.6], [0.4, -0.2, -0.2], [-0.2, 0.7, -0.5], [-0.3, -0.9, 0.0], [-0.2, -0.1, 0.3], [-0.4, -0.1, 0.3], [-0.3, 0.1, 0.4], [0.3, -0.3, 0.2], [2.4, -0.9, -1.0], [-2.7, -0.7, 4.1], [-1.6, 1.6, -2.4], [-0.1, -0.9, 0.7], [3.9, -0.7, -0.5], [-0.2, 0.7, 0.0], [-0.4, -0.5, -0.1], [-0.9, 0.6, -0.7], [0.2, 0.5, -0.1], [-0.1, -0.2, 0.2], [-0.7, 0.6, -0.5], [0.2, -0.1, 0.2]], "lowdin_charge": [0.17, -0.56, 0.04, -0.05, -0.23, 0.03, 0.15, 0.12, 0.14, 0.17, 0.14, -0.56, 0.09, -0.04, -0.38, 0.10, 0.13, 0.15, 0.15, 0.16, -0.05, 0.02, -0.62, 0.00, 0.07, 0.08, 0.07, 0.09, 0.13, 0.08, 0.09, 0.06, -0.06, 0.01, -0.62, 0.02, 0.08, 0.08, 0.08, 0.09, 0.14, 0.08, 0.08, 0.06]}